No. 1
An isolated molecule of C3H6O, computed with ωB97M-V/def2-TZVPD.

```
10
Properties=species:S:1:pos:R:3:forces:R:3
O 1.697 -0.192 -0.233 0.5552 0.3303 -0.0207
C 0.488 -0.102 0.446 -0.6876 -0.2334 0.3081
C -0.606 0.717 -0.152 -0.2646 0.2933 -0.2345
C -0.690 -0.785 -0.175 0.4072 -0.1283 -0.5393
H 2.175 0.646 -0.112 -0.2391 -0.4453 -0.0778
H 0.532 -0.169 1.530 0.2031 0.1242 -0.0475
H -0.377 1.203 -1.099 -0.0593 -0.1121 0.2417
H -1.294 1.253 0.487 0.0908 0.0755 0.0585
H -1.403 -1.304 0.439 -0.0935 0.0351 0.3025
H -0.521 -1.266 -1.130 0.0878 0.0606 0.0090
```
Positions in Å, forces in eV/Å.

Values from the calculation:
* HOMO-LUMO gap: 11.10 eV
* SMILES: OC1CC1
* ΔE to the lowest compared entry with this formula, charge and spin: 26.6 kcal/mol
* 2S+1: 1
* E_LUMO: 0.0396 hartree


No. 2
An isolated molecule of C3H6O2, computed with ωB97M-V/def2-TZVPD.

```
11
Properties=species:S:1:pos:R:3:forces:R:3
O 2.610 0.458 0.131 -0.4855 0.0570 -0.0714
C 1.424 0.543 -0.071 0.2303 -0.0661 -0.0064
C 0.457 -0.613 0.017 0.0177 -0.0784 0.0139
C -0.974 -0.200 0.376 0.1433 -0.1096 0.3195
O -1.749 0.102 -0.769 -0.0296 0.2945 -0.1186
H 0.971 1.526 -0.342 0.0789 -0.0682 0.0215
H 0.406 -1.088 -0.971 0.0969 0.0211 0.0935
H 0.872 -1.350 0.712 -0.0728 0.1153 -0.0605
H -1.478 -1.032 0.873 0.0773 0.0986 -0.0740
H -0.973 0.645 1.083 -0.0009 -0.1425 -0.0983
H -1.566 1.009 -1.040 -0.0556 -0.1218 -0.0191
```
Positions in Å, forces in eV/Å.

Values from the calculation:
* HOMO-LUMO gap: 10.79 eV
* SMILES: O=CCCO
* ΔE to the lowest compared entry with this formula, charge and spin: 28.2 kcal/mol
* 2S+1: 1
* E_LUMO: 0.0294 hartree


No. 3
An isolated molecule of C3H6O2, computed with ωB97M-V/def2-TZVPD.

```
11
Properties=species:S:1:pos:R:3:forces:R:3
C 0.411 1.572 -0.417 -1.6564 -2.7151 -2.6353
C 0.318 0.349 0.064 -0.7828 -2.0578 1.5373
O 1.014 -0.165 1.132 -0.3025 -0.0312 0.0343
C -0.844 -0.699 -0.352 1.2232 1.6510 0.8165
O -0.527 -2.024 -0.089 0.3077 -0.3916 0.1477
H -0.187 1.196 -1.383 1.3929 3.3192 1.0675
H 1.162 2.278 -0.093 -0.2977 0.3527 -0.6795
H 1.553 0.532 1.525 0.0287 -0.1032 -0.0741
H -1.094 -0.614 -1.409 0.1191 0.1001 0.0399
H -1.707 -0.365 0.244 0.0029 -0.0959 -0.1501
H -0.100 -2.059 0.778 -0.0351 -0.0281 -0.1043
```
Positions in Å, forces in eV/Å.

Values from the calculation:
* HOMO-LUMO gap: 9.98 eV
* SMILES: C=C(O)CO
* ΔE to the lowest compared entry with this formula, charge and spin: 61.3 kcal/mol
* 2S+1: 1
* E_LUMO: 0.0242 hartree


No. 4
A cluster of 2 separate species, C3H6O2 in total, computed with ωB97M-V/def2-TZVPD.

```
11
Properties=species:S:1:pos:R:3:forces:R:3
C 0.982 0.782 0.466 2.6123 0.1526 -1.2391
C 1.029 -0.641 0.181 -0.8378 0.4005 -1.6894
O 0.342 -1.038 -0.770 2.6599 -1.2899 1.5538
H 1.542 1.028 1.290 1.5379 0.6569 2.0011
H 1.306 1.386 -0.371 0.2993 -0.0627 -0.4342
H 0.023 1.077 0.605 -2.3594 0.9885 0.6264
H 1.728 -1.168 0.892 -0.8044 -0.8569 -0.9732
C -1.757 -0.348 -0.561 0.2201 -0.3874 -0.3098
O -1.436 0.471 0.265 -2.9086 -0.4429 -0.1946
H -2.021 -0.099 -1.612 0.0022 0.2607 0.3469
H -1.738 -1.450 -0.383 -0.4215 0.5806 0.3120
```
Positions in Å, forces in eV/Å.

Values from the calculation:
* HOMO-LUMO gap: 10.75 eV
* SMILES: CC=O.C=O
* ΔE to the lowest compared entry with this formula, charge and spin: 70.6 kcal/mol
* 2S+1: 1
* E_LUMO: 0.0285 hartree


No. 5
An isolated molecule of C3H6O2, computed with ωB97M-V/def2-TZVPD.

```
11
Properties=species:S:1:pos:R:3:forces:R:3
O -1.952 -0.281 -0.007 0.0873 -0.2114 -0.0704
C -0.987 0.695 0.128 -0.0476 0.1988 0.4505
C 0.320 0.466 0.574 -0.2155 0.1423 -0.1435
C 1.050 -0.721 0.043 -0.0603 -0.1757 0.4090
O 1.212 -0.049 -1.155 0.0167 -0.0311 -0.3227
H -1.529 -1.140 -0.148 -0.0810 0.0957 0.0140
H -0.137 0.648 -0.874 0.3047 0.0190 -0.1355
H -1.434 1.678 0.223 0.0948 -0.1262 -0.0105
H 0.933 1.318 0.853 -0.0893 -0.0985 -0.0320
H 0.447 -1.649 0.016 0.1230 0.1390 -0.0724
H 1.985 -0.942 0.578 -0.1328 0.0482 -0.0866
```
Positions in Å, forces in eV/Å.

Values from the calculation:
* HOMO-LUMO gap: 8.53 eV
* ΔE to the lowest compared entry with this formula, charge and spin: 114.6 kcal/mol
* 2S+1: 1
* E_LUMO: 0.0022 hartree


No. 6
An isolated molecule of C3H6O2, computed with ωB97M-V/def2-TZVPD.

```
11
Properties=species:S:1:pos:R:3:forces:R:3
O -1.746 -0.423 -0.353 0.1834 -0.1557 -0.0885
C -0.967 0.696 -0.027 0.3855 0.1991 0.2453
C 0.530 0.366 0.089 0.3767 1.0131 -0.9076
C 1.178 -1.134 0.249 -0.1285 1.9157 0.9749
O 0.936 -0.422 -0.959 -0.2384 -0.2589 -0.4285
H -1.252 -0.903 -1.035 -0.1504 -0.0169 0.0527
H -1.019 1.470 -0.819 0.0159 -0.2170 0.2190
H -1.386 1.139 0.883 0.2079 -0.1263 -0.0604
H 1.167 1.174 0.418 0.2615 0.1643 -0.2451
H 0.349 -0.956 0.960 -0.5054 -2.4157 0.1910
H 2.211 -1.006 0.595 -0.4083 -0.1017 0.0472
```
Positions in Å, forces in eV/Å.

Values from the calculation:
* HOMO-LUMO gap: 10.14 eV
* SMILES: OC[C@H]1CO1
* ΔE to the lowest compared entry with this formula, charge and spin: 101.7 kcal/mol
* 2S+1: 1
* E_LUMO: 0.0358 hartree